Entry from OMol25: a 2-piece molecular cluster, C11H15N overall (wB97M-V/def2-TZVPD).

Last column: Löwdin charge in e.
Geometry (Å):
C -0.108512 -2.991986 -0.368960  -0.036
C -0.561562 -1.600018 -0.039889  -0.268
C -1.616736 -0.990091 -0.623411  -0.092
N -1.845599 0.258494 0.018298  0.047
C -0.906074 0.397618 1.031778  -0.204
C -0.547045 1.476881 1.939286  -0.008
C 0.602781 1.279589 2.714487  -0.120
C 1.449717 0.183099 2.538483  -0.110
C 1.162386 -0.842811 1.631032  -0.020
C -0.097733 -0.773771 1.034316  -0.168
H 0.940642 -3.112081 -0.051832  0.078
H -0.202183 -3.344218 -1.399401  0.077
H -0.772113 -3.755302 -0.061066  0.060
H -2.120746 -1.169630 -1.610662  0.140
H -2.764063 0.908964 -0.025709  0.219
H -1.198691 2.271692 2.189730  0.081
H 0.870605 2.115865 3.379687  0.103
H 2.440132 0.250474 3.080402  0.114
H 1.839114 -1.667672 1.470926  0.103
C 0.447995 0.662556 -2.111135  -0.156
C 0.328406 2.149717 -2.099689  -0.143
H 1.515124 0.282820 -2.502384  0.125
H 0.452531 0.234976 -1.174553  -0.006
H -0.283195 0.155941 -2.664988  0.039
H 0.604068 2.594408 -1.227131  0.032
H -0.675064 2.385461 -2.396077  0.069
H 1.045814 2.639025 -2.671536  0.044

Cartesian forces (eV/Å) of the 2 atoms listed first:
C 1.1010 0.4504 -0.8785
C -1.2067 -1.3333 -0.4999

Computed properties:
Total energy   -13138.703 eV
SMILES   Cc1c[nH]c2ccccc12.CC
Orbital gap   8.78 eV
Relative energy (zero: lowest compared OMol25 entry of this formula, charge and spin)   2.088 eV
LUMO energy   0.89 eV
Highest occupied orbital energy   -0.290 Eh